The following is a quantum chemistry calculation of C13H21IN6O3SSn as an isolated structure, from OMol25.

Geometry as ORCA input:
```
! wB97M-V def2-TZVPD RIJCOSX def2/J DEFGRID3
* xyz 2 1
Sn -0.7905 0.9707 -0.7572
C 5.0246 -1.6484 0.1444
C 3.8139 -1.7287 -0.5963
N 3.2770 -3.0811 -0.8504
N 2.1042 -3.0005 -1.5366
C 2.1365 -1.7846 -1.3196
S 0.5515 -1.0360 -2.3942
N 3.0902 -0.8376 -0.7243
N 2.5924 0.3085 -0.3048
H 5.4797 -2.7234 0.4619
H 4.8814 -1.0370 1.3520
H 5.3562 -0.8202 -0.3206
H 2.0358 -3.9990 -2.6008
H 2.9642 0.7752 0.8042
H 3.0290 0.9211 -0.8110
N -2.6324 1.1014 -3.1091
C -3.9105 0.3702 -2.7525
C -4.5943 0.7476 -1.6847
C -3.2395 0.9258 -0.7625
O -2.8603 -0.1578 -0.1491
O -2.9557 1.9669 -0.4405
H -2.5256 1.9240 -3.1711
H -2.1219 0.5934 -3.9485
H -3.5471 -0.6090 -3.0753
H -4.5526 0.8340 -3.8685
H -5.1680 0.0377 -1.0609
H -4.5589 1.8975 -1.7198
O 0.1589 1.9775 1.3790
C 0.3845 1.6328 2.6436
C -0.4470 0.3101 2.7064
C 0.0212 -0.7033 4.0281
C -0.3683 -2.1683 3.9866
C -0.5415 -2.5232 2.6361
C -0.9071 -1.4711 1.3552
N -0.2486 -0.3171 1.6044
H 0.1791 3.0855 1.7332
H -0.5899 1.6770 2.9632
H 1.0967 2.3162 3.4151
H 0.0530 -0.3129 5.0777
H -0.7553 -2.6442 4.8103
H -1.3417 -3.4591 2.8057
H -0.6617 -2.4181 0.6042
I 1.8762 3.9816 -1.0153
C 0.3583 3.5370 -1.8238
H -0.3367 2.8960 -2.3696
H -0.8090 3.6926 -1.3441
*
```

Computed properties:
HOMO energy (alpha / beta) = -13.608 / -13.703 eV
Lowest unoccupied orbital energy (alpha / beta) = -9.067 / -7.936 eV
Electronic energy = -53620.1717 eV